Record 1
The following is a quantum chemistry calculation of C48H38AsLiN4O7P2 as an isolated structure, from the OMol25 dataset.

Geometry as XYZ:
```
101
Properties=species:S:1:pos:R:3:nbo_charge:R:1
Li -0.220 0.858 -0.902 0.83
N 1.914 0.785 1.024 -1.28
P 0.407 0.412 1.773 1.01
C -0.278 2.028 2.308 -0.26
C -1.596 2.342 1.984 -0.23
C -2.147 3.553 2.382 -0.23
C -1.385 4.457 3.107 -0.19
C -0.075 4.143 3.450 -0.22
C 0.471 2.928 3.063 -0.23
C 0.973 -0.117 3.438 -0.34
C 0.020 -0.277 4.444 -0.22
C 0.374 -0.827 5.664 -0.19
C 1.687 -1.212 5.901 -0.23
C 2.648 -1.017 4.920 -0.15
C 2.288 -0.491 3.688 -0.24
P 2.391 -0.251 -0.265 1.01
C 4.214 -0.216 -0.056 -0.38
C 4.943 0.805 0.546 -0.21
C 6.328 0.733 0.577 -0.21
C 6.992 -0.361 0.038 -0.21
C 6.269 -1.401 -0.526 -0.23
C 4.885 -1.326 -0.570 -0.14
C 2.289 0.763 -1.804 -0.40
C 2.945 1.982 -1.971 -0.10
C 2.859 2.661 -3.172 -0.22
C 2.127 2.129 -4.229 -0.20
C 1.480 0.915 -4.077 -0.20
C 1.561 0.234 -2.868 -0.24
H 2.090 1.776 0.878 0.44
H -2.202 1.634 1.426 0.23
H -3.171 3.795 2.124 0.22
H -1.809 5.406 3.411 0.22
H 0.520 4.847 4.015 0.22
H 1.486 2.674 3.347 0.22
H -1.000 0.051 4.271 0.22
H -0.374 -0.958 6.436 0.21
H 1.964 -1.649 6.852 0.21
H 3.678 -1.292 5.110 0.21
H 3.037 -0.359 2.916 0.23
H 4.441 1.658 0.989 0.22
H 6.899 1.539 1.019 0.22
H 8.073 -0.404 0.063 0.21
H 6.775 -2.269 -0.929 0.21
H 4.300 -2.127 -1.009 0.21
H 3.518 2.402 -1.158 0.22
H 3.370 3.609 -3.289 0.22
H 2.083 2.652 -5.175 0.22
H 0.921 0.488 -4.901 0.22
H 1.087 -0.738 -2.765 0.23
C -3.087 -5.203 -2.961 -0.21
C -2.071 -5.584 -2.098 -0.23
C -1.400 -4.631 -1.345 -0.16
C -1.746 -3.284 -1.423 -0.34
C -2.726 -2.911 -2.340 -0.22
C -3.401 -3.859 -3.093 -0.21
As -0.832 -1.898 -0.339 0.87
C -2.443 -1.081 0.436 -0.31
C -2.820 -1.210 1.771 -0.24
C -3.958 -0.577 2.250 -0.21
C -4.724 0.220 1.412 -0.23
C -4.330 0.404 0.096 -0.16
C -3.197 -0.241 -0.382 -0.27
C -0.329 -3.116 1.111 -0.35
C 0.972 -3.229 1.583 -0.15
C 1.289 -4.125 2.597 -0.23
C 0.307 -4.922 3.154 -0.18
C -0.994 -4.843 2.672 -0.22
C -1.304 -3.955 1.659 -0.22
H -3.623 -5.948 -3.536 0.21
H -1.802 -6.628 -2.005 0.21
H -0.607 -4.950 -0.681 0.21
H -2.978 -1.866 -2.467 0.21
H -4.175 -3.549 -3.783 0.21
H -2.218 -1.801 2.449 0.23
H -4.245 -0.706 3.287 0.22
H -5.617 0.705 1.786 0.22
H -4.893 1.057 -0.559 0.22
H -2.890 -0.071 -1.407 0.22
H 1.757 -2.626 1.152 0.22
H 2.310 -4.193 2.951 0.22
H 0.550 -5.610 3.954 0.21
H -1.764 -5.485 3.081 0.22
H -2.316 -3.920 1.273 0.23
O -1.079 8.561 -0.682 -0.38
N -1.713 7.621 -1.127 0.54
O -2.782 7.715 -1.704 -0.38
C -1.154 6.292 -0.954 -0.09
C -1.853 5.192 -1.404 -0.08
C -1.305 3.935 -1.283 -0.12
C -0.014 3.681 -0.669 0.54
O 0.435 2.527 -0.532 -0.75
C 0.641 4.894 -0.194 -0.13
C 0.079 6.137 -0.334 -0.04
N 1.917 4.859 0.500 0.54
O 2.624 3.867 0.427 -0.41
O 2.249 5.861 1.109 -0.38
N -2.083 2.830 -1.733 0.55
O -3.278 2.969 -1.904 -0.36
O -1.512 1.756 -1.952 -0.50
H -2.823 5.323 -1.862 0.28
H 0.603 7.003 0.042 0.27
```

The value obtained for the max |F| is 0.88 eV Å⁻¹. As for the HOMO-LUMO gap: 7.07 eV.


Record 2
The following is a quantum chemistry calculation of C48H38CsIN6O2P as an isolated structure in a non-equilibrium geometry, from the OMol25 dataset.

Geometry as XYZ:
```
97
Properties=species:S:1:pos:R:3:lowdin_charge:R:1
Cs 1.064 0.380 -0.426 1.51
C -3.886 1.896 -2.624 -0.05
C -3.006 1.624 -1.431 -0.30
N -1.725 1.636 -1.483 0.04
N -1.093 2.057 -2.571 0.05
C 0.091 1.615 -2.941 -0.58
O 0.603 0.496 -2.682 -0.59
C 0.829 2.570 -3.828 -0.14
C 2.219 2.533 -3.862 -0.02
C 2.927 3.442 -4.635 -0.09
C 2.254 4.384 -5.400 -0.11
C 0.865 4.414 -5.385 -0.10
C 0.159 3.517 -4.600 -0.04
C -3.595 1.436 -0.099 -0.23
C -4.929 1.782 0.162 -0.03
C -5.403 1.708 1.459 -0.09
C -4.556 1.285 2.471 -0.08
C -3.262 0.923 2.116 -0.13
N -2.797 0.984 0.880 0.14
H -4.307 2.906 -2.578 0.08
H -4.708 1.179 -2.674 0.07
H -3.284 1.821 -3.528 0.05
H 2.738 1.788 -3.271 0.11
H 4.010 3.418 -4.633 0.10
H 2.810 5.087 -6.008 0.09
H 0.334 5.147 -5.981 0.09
H -0.922 3.531 -4.567 0.10
H -5.583 2.113 -0.633 0.10
H -6.424 1.998 1.682 0.10
H -4.888 1.238 3.500 0.09
H -2.555 0.572 2.861 0.08
O 2.463 0.939 1.462 -0.38
C 1.445 1.357 2.072 -0.75
N 0.674 0.719 2.913 0.06
C 1.020 -0.668 3.133 -0.20
C -0.230 -1.509 3.112 -0.26
C -1.276 -1.203 3.988 -0.05
C -2.402 -1.999 4.017 -0.08
C -2.474 -3.094 3.164 -0.08
C -1.411 -3.311 2.310 -0.18
N -0.322 -2.542 2.281 0.02
C 0.925 2.726 1.710 -0.25
C 0.218 3.515 2.614 -0.02
C -0.274 4.736 2.192 -0.08
C -0.048 5.136 0.881 -0.08
C 0.674 4.288 0.059 -0.14
N 1.155 3.115 0.457 0.03
H 1.457 -0.771 4.138 0.12
H 1.760 -1.031 2.408 0.08
H -1.177 -0.336 4.628 0.11
H -3.221 -1.775 4.690 0.10
H -3.333 -3.752 3.161 0.10
H -1.415 -4.138 1.604 0.09
H 0.066 3.150 3.619 0.10
H -0.830 5.375 2.869 0.10
H -0.421 6.081 0.507 0.09
H 0.882 4.557 -0.972 0.11
I 1.360 -3.186 -0.088 1.10
C 2.451 -4.135 -1.629 -0.58
C 3.603 -4.732 -1.184 -0.19
C 4.357 -5.586 -2.003 -0.09
C 3.908 -5.866 -3.257 -0.05
C 2.732 -5.261 -3.757 -0.17
C 2.299 -5.609 -5.054 -0.05
C 1.173 -5.049 -5.575 -0.07
C 0.494 -4.067 -4.840 -0.10
C 0.873 -3.660 -3.578 -0.27
P 0.056 -2.092 -2.895 1.06
C -0.148 -1.230 -4.514 -0.39
C 0.949 -1.057 -5.357 -0.09
C 0.858 -0.259 -6.485 -0.08
C -0.334 0.385 -6.791 -0.10
C -1.426 0.233 -5.951 -0.08
C -1.333 -0.563 -4.819 -0.10
C -1.655 -2.799 -2.673 -0.33
C -2.124 -2.917 -1.365 -0.11
C -3.352 -3.503 -1.087 -0.08
C -4.145 -3.979 -2.118 -0.10
C -3.719 -3.817 -3.429 -0.09
C -2.498 -3.220 -3.703 -0.10
C 1.990 -4.321 -2.966 -0.19
H 3.916 -4.561 -0.162 0.08
H 5.260 -6.047 -1.623 0.10
H 4.436 -6.563 -3.897 0.11
H 2.886 -6.327 -5.616 0.11
H 0.819 -5.317 -6.563 0.10
H -0.333 -3.578 -5.325 0.09
H 1.890 -1.540 -5.120 0.11
H 1.722 -0.126 -7.125 0.10
H -0.404 1.017 -7.667 0.10
H -2.354 0.749 -6.171 0.10
H -2.174 -0.642 -4.140 0.10
H -1.532 -2.530 -0.547 0.05
H -3.690 -3.581 -0.061 0.10
H -5.096 -4.454 -1.909 0.10
H -4.342 -4.160 -4.247 0.10
H -2.232 -3.061 -4.738 0.09
```

The value obtained for the energy above the lowest of the compared OMol25 structures with the same formula, charge and spin is 70.19 kcal per mole. As for the net charge: -1. The value obtained for the max |F| is 3.61 eV Å⁻¹. As for the HOMO-LUMO gap: 6.59 eV.


Record 3
The following is a quantum chemistry calculation of C48H39BClN5O2P2PbS3 as an isolated structure, from the OMol25 dataset.

Geometry as XYZ:
```
102
Properties=species:S:1:pos:R:3:lowdin_charge:R:1
Pb -0.587 -0.830 2.320 0.65
S -1.215 -1.620 4.763 0.46
C -2.809 -2.363 4.659 -0.76
C -3.269 -2.871 5.920 -0.34
N -3.628 -3.299 6.931 0.11
C -3.643 -2.516 3.581 -0.81
S -3.376 -2.036 1.938 0.42
C -4.921 -3.151 3.795 -0.34
N -5.957 -3.646 3.906 0.11
C 0.093 1.297 -2.546 -0.33
N -0.243 2.677 -2.182 -0.15
C -1.066 2.966 -0.995 -0.29
P -0.375 2.345 0.698 0.90
C 1.197 3.314 0.689 -0.38
C 2.353 2.533 0.798 -0.12
C 3.611 3.114 0.839 -0.08
C 3.737 4.495 0.757 -0.10
C 2.605 5.280 0.606 -0.10
C 1.345 4.691 0.558 -0.11
C -1.680 3.236 1.640 -0.42
C -2.835 2.474 1.841 -0.11
C -3.931 3.000 2.509 -0.08
C -3.897 4.308 2.973 -0.11
C -2.750 5.068 2.790 -0.10
C -1.646 4.536 2.136 -0.10
C 0.409 3.669 -2.886 -0.22
C 1.231 3.353 -3.993 -0.04
C 1.908 4.333 -4.702 -0.11
C 1.802 5.673 -4.360 -0.13
C 0.963 6.006 -3.305 -0.11
C 0.271 5.043 -2.595 -0.04
P -0.538 -0.135 -1.523 1.06
C 0.276 -1.418 -2.586 -0.36
C -0.387 -2.355 -3.377 -0.09
C 0.323 -3.355 -4.034 -0.10
C 1.700 -3.441 -3.904 -0.11
C 2.373 -2.516 -3.115 -0.09
C 1.665 -1.522 -2.458 -0.11
C -2.270 -0.257 -2.104 -0.39
C -2.908 0.634 -2.961 -0.10
C -4.248 0.457 -3.284 -0.09
C -4.969 -0.595 -2.738 -0.10
C -4.347 -1.483 -1.869 -0.08
C -3.007 -1.312 -1.558 -0.13
H 1.180 1.167 -2.529 0.08
H -0.239 1.101 -3.571 0.09
H -2.029 2.457 -1.107 0.07
H -1.276 4.027 -0.938 0.06
H 2.241 1.457 0.865 0.07
H 4.488 2.487 0.954 0.09
H 4.714 4.962 0.814 0.09
H 2.697 6.358 0.529 0.09
H 0.480 5.321 0.404 0.08
H -2.865 1.447 1.488 0.08
H -4.806 2.384 2.677 0.10
H -4.755 4.728 3.485 0.09
H -2.711 6.087 3.161 0.09
H -0.749 5.133 2.046 0.08
H 1.342 2.330 -4.315 0.09
H 2.531 4.034 -5.538 0.09
H 2.351 6.432 -4.903 0.08
H 0.849 7.047 -3.021 0.10
H -0.382 5.375 -1.806 0.08
H -1.464 -2.312 -3.479 0.10
H -0.213 -4.075 -4.643 0.10
H 2.247 -4.235 -4.398 0.09
H 3.448 -2.586 -2.993 0.10
H 2.186 -0.831 -1.802 0.09
H -2.368 1.475 -3.384 0.10
H -4.731 1.149 -3.964 0.09
H -6.020 -0.713 -2.975 0.09
H -4.900 -2.298 -1.420 0.10
H -2.527 -1.991 -0.860 0.06
Cl 0.402 1.634 3.339 -0.16
O 2.994 -1.585 3.156 0.10
B 1.921 -1.322 2.261 -0.57
O 2.521 -0.902 1.030 0.03
C 3.873 -0.886 1.211 -0.24
C 4.866 -0.537 0.323 -0.02
C 6.186 -0.617 0.776 -0.12
C 6.473 -1.026 2.072 -0.12
C 5.457 -1.377 2.965 0.00
C 4.159 -1.300 2.510 -0.22
H 4.630 -0.205 -0.682 0.11
H 6.996 -0.359 0.104 0.09
H 7.506 -1.080 2.395 0.09
H 5.680 -1.689 3.977 0.11
N -1.035 -8.466 2.030 0.06
C -0.719 -7.688 0.969 -0.82
S -0.487 -8.390 -0.514 0.62
C -0.561 -6.247 1.243 -0.24
C -0.487 -5.756 2.547 0.00
C -0.418 -4.390 2.760 -0.12
N -0.430 -3.504 1.771 -0.02
C -0.449 -3.969 0.523 -0.12
C -0.505 -5.313 0.212 -0.02
H -1.298 -9.408 1.794 0.08
H -1.541 -8.044 2.795 0.10
H -0.470 -6.424 3.398 0.11
H -0.366 -3.977 3.763 0.07
H -0.433 -3.217 -0.262 0.10
H -0.547 -5.650 -0.814 0.08
```

The value obtained for the energy above the lowest of the compared OMol25 structures with the same formula, charge and spin is 20.82 kcal per mole. As for the net charge: -2. The value obtained for the max |F| is 0.88 eV Å⁻¹. As for the HOMO-LUMO gap: 4.49 eV.


Question: Which of these has the lowest HOMO-LUMO gap?
Answer: C48H39BClN5O2P2PbS3


Question: Look up the max |F| of the third one.
Answer: 0.88 eV Å⁻¹


Question: Which value of HOMO-LUMO gap does entry 1 give?
Answer: 7.07 eV


Question: Which value of HOMO-LUMO gap does entry 1 give?
Answer: 7.07 eV